A cluster of 11 separate species, C37H81ClN10O14S in total, computed with wB97M-V/def2-TZVPD.

Computed properties:
- Orbital gap: 9.354 eV
- E_HOMO: -9.1611 eV
- Electronic energy: -106604.1000 eV
- SMILES string: CCOCCCCC[C@@]1(S)CO[C@@H](Cl)[C@H]1CCCCOC(C)=O.CC(N)=O.CC(N)=O.CC(N)=O.CC(N)=O.CC(N)=O.CC(N)=O.CC(N)=O.CC(N)=O.CC(N)=O.CC(N)=O

Structure (XYZ):
```
144
C37H81ClN10O14S (wB97M-V/def2-TZVPD)
C -0.1384 1.4656 4.8635
C -0.8215 0.2110 3.9993
O 0.1637 -0.7872 3.5455
C -0.2139 -1.3571 2.2255
C 0.3694 -0.3445 1.0464
C -0.1280 -0.7311 -0.4642
C -1.4847 0.0227 -0.9789
C -2.4084 0.6996 0.1909
C -2.1864 2.3320 0.3439
S -0.5167 3.0600 -0.2165
C -3.2181 3.1989 -0.6470
O -2.8993 4.5806 -0.1764
C -2.7545 4.6474 1.2890
Cl -4.2302 5.5938 1.9733
C -2.5918 3.0767 1.7459
C -3.6787 2.3977 2.7668
C -5.1187 2.0012 2.0916
C -5.6964 0.7039 2.9752
C -7.2572 0.3297 2.6224
O -7.2475 -0.7350 1.6054
C -8.0971 -0.3823 0.4387
C -9.2233 -1.4999 -0.0106
O -7.9213 0.7744 -0.2279
H -0.9360 2.3498 4.7826
H 0.0136 1.2133 5.9973
H 0.8295 1.8687 4.3227
H -1.7374 -0.2631 4.5928
H -1.2768 0.7048 3.0410
H -1.3536 -1.5996 2.1186
H 0.3512 -2.4063 2.1662
H 0.1424 0.7510 1.3875
H 1.5499 -0.4692 1.0638
H -0.1777 -1.9159 -0.6025
H 0.7460 -0.3862 -1.2008
H -2.1603 -0.8167 -1.4931
H -1.2704 0.8039 -1.8560
H -2.3697 0.1257 1.2361
H -3.5402 0.5739 -0.1685
H 0.3690 2.9355 0.8659
H -2.7433 3.1950 -1.7176
H -4.3702 3.0464 -0.5116
H -1.8411 5.2479 1.7509
H -1.5931 3.0397 2.3939
H -3.9176 3.2236 3.5948
H -3.2975 1.4599 3.3536
H -5.9090 2.8613 2.2692
H -5.0637 1.6222 0.9859
H -5.5821 0.8818 4.1479
H -4.9737 -0.1988 2.7287
H -7.8797 1.2776 2.3334
H -7.7247 -0.1281 3.5996
H -9.9566 -1.7594 0.8851
H -9.8215 -1.0739 -0.9391
H -8.6549 -2.5042 -0.2910
C 3.9968 2.2734 -0.1895
C 3.9406 0.7867 -0.3917
N 4.8116 0.0509 0.3518
O 3.1660 0.2463 -1.1728
H 3.0212 2.6232 0.1592
H 4.2411 2.7539 -1.1408
H 4.7532 2.5542 0.5486
H 5.4676 0.4501 1.0074
H 4.7926 -0.9537 0.2329
C 9.1712 -0.8224 -2.4045
C 8.0551 0.1691 -2.5643
N 6.8122 -0.3565 -2.7427
O 8.2287 1.3821 -2.5390
H 9.6489 -0.6684 -1.4330
H 9.9027 -0.6679 -3.2024
H 8.8091 -1.8529 -2.4567
H 6.6196 -1.3473 -2.7707
H 6.0434 0.2921 -2.8528
C -7.2739 -4.2000 2.9590
C -8.6216 -4.6870 2.5109
N -8.6882 -5.9936 2.1349
O -9.6152 -3.9703 2.4774
H -7.3480 -3.8439 3.9902
H -6.9566 -3.3800 2.3090
H -6.5212 -4.9920 2.9157
H -7.8982 -6.6225 2.1452
H -9.5863 -6.3452 1.8288
C -0.6150 -0.6800 -5.0546
C 0.5858 -1.3808 -4.4878
N 1.4619 -0.5990 -3.7991
O 0.7858 -2.5823 -4.6240
H -1.5201 -1.1236 -4.6308
H -0.6196 -0.8025 -6.1412
H -0.6079 0.3887 -4.8232
H 1.3405 0.3937 -3.6605
H 2.2793 -1.0488 -3.4075
C 11.5712 -5.1182 -0.6170
C 10.4551 -4.1267 -0.7768
N 9.2122 -4.6523 -0.9552
O 10.6287 -2.9137 -0.7515
H 12.0489 -4.9643 0.3545
H 12.3027 -4.9637 -1.4149
H 11.2091 -6.1487 -0.6692
H 9.0196 -5.6431 -0.9832
H 8.4434 -4.0037 -1.0653
C 4.0288 -5.1654 -5.9882
C 3.5143 -6.1702 -4.9982
N 2.2792 -5.9207 -4.4833
O 4.1497 -7.1620 -4.6594
H 4.2166 -5.6675 -6.9412
H 4.9602 -4.7359 -5.6092
H 3.3126 -4.3560 -6.1544
H 1.7184 -5.1184 -4.7312
H 1.9108 -6.5839 -3.8137
C -12.1624 3.6798 1.1516
C -11.3955 2.6048 0.4371
N -10.2298 2.9935 -0.1487
O -11.7760 1.4415 0.3722
H -12.2686 3.4028 2.2040
H -13.1514 3.7758 0.6952
H -11.6551 4.6468 1.0938
H -9.8754 3.9386 -0.1225
H -9.6950 2.2864 -0.6365
C 9.1362 -1.1501 1.8285
C 7.9511 -1.7351 2.5409
N 8.2075 -2.8007 3.3482
O 6.8132 -1.2967 2.4185
H 9.2492 -0.1034 2.1239
H 8.9700 -1.2116 0.7496
H 10.0595 -1.6835 2.0712
H 9.1267 -3.1970 3.4810
H 7.4244 -3.2124 3.8392
C -9.3504 5.8465 3.3458
C -8.0310 5.7778 2.6325
N -6.9245 5.7768 3.4252
O -7.9319 5.7251 1.4120
H -9.9381 4.9591 3.0953
H -9.8844 6.7443 3.0225
H -9.2233 5.8869 4.4311
H -6.9554 5.8189 4.4336
H -6.0233 5.7311 2.9673
C 10.7428 2.7505 -4.1730
C 11.5098 1.6755 -4.8875
N 12.6754 2.0642 -5.4733
O 11.1292 0.5123 -4.9523
H 10.6366 2.4736 -3.1205
H 9.7539 2.8465 -4.6294
H 11.2501 3.7175 -4.2307
H 13.0298 3.0093 -5.4471
H 13.2102 1.3571 -5.9610
```